{"formula": "C18H35N2O8S2", "method": "the ωB97M-V functional and the def2-TZVPD basis", "species": ["C", "C", "C", "C", "N", "N", "C", "C", "C", "C", "O", "O", "C", "C", "O", "O", "H", "H", "H", "H", "H", "H", "H", "H", "H", "H", "H", "H", "H", "H", "H", "H", "H", "H", "H", "C", "C", "C", "S", "O", "O", "C", "H", "H", "H", "H", "H", "H", "H", "H", "C", "C", "C", "S", "O", "O", "C", "H", "H", "H", "H", "H", "H", "H", "H"], "positions_angstrom": [[6.108, -2.147, 0.079], [5.234, -1.083, -0.581], [6.048, 0.134, -1.072], [5.650, 1.474, -0.437], [4.461, 2.124, -0.932], [3.288, 1.353, -0.748], [2.687, 0.984, -2.004], [1.558, -0.051, -1.833], [0.119, 0.494, -2.035], [-0.784, 0.000, -0.954], [-1.348, -1.065, -1.008], [-0.919, 0.819, 0.117], [2.321, 1.938, 0.215], [2.884, 3.105, 1.070], [3.217, 2.798, 2.234], [2.864, 4.228, 0.524], [6.438, -1.776, 1.051], [5.551, -3.066, 0.271], [6.984, -2.371, -0.531], [4.634, -1.493, -1.395], [4.516, -0.718, 0.153], [6.037, 0.207, -2.163], [7.097, -0.045, -0.805], [5.531, 1.317, 0.639], [6.464, 2.195, -0.552], [4.559, 2.450, -1.884], [3.464, 0.527, -2.622], [2.289, 1.859, -2.548], [1.700, -0.858, -2.551], [1.654, -0.515, -0.851], [-0.264, 0.176, -3.003], [0.131, 1.583, -2.028], [-0.522, 0.365, 0.882], [2.034, 1.137, 0.901], [1.423, 2.302, -0.293], [-5.812, -0.119, -0.986], [-6.880, 0.310, -2.005], [-6.275, 1.443, -2.844], [-4.496, 1.157, -2.851], [-3.865, 2.253, -2.164], [-4.076, 0.770, -4.173], [-4.512, -0.261, -1.772], [-6.076, -1.050, -0.487], [-5.700, 0.654, -0.223], [-7.130, -0.535, -2.650], [-7.798, 0.633, -1.516], [-6.628, 1.443, -3.872], [-6.444, 2.419, -2.394], [-3.615, -0.251, -1.156], [-4.521, -1.151, -2.400], [-2.995, -0.995, 3.967], [-2.991, -2.527, 3.859], [-1.725, -2.927, 3.092], [-0.515, -1.638, 3.427], [-0.249, -0.956, 2.189], [0.548, -2.162, 4.237], [-1.590, -0.602, 4.413], [-3.748, -0.639, 4.670], [-3.209, -0.554, 2.991], [-2.972, -2.963, 4.860], [-3.884, -2.898, 3.357], [-1.311, -3.877, 3.418], [-1.888, -2.942, 2.016], [-1.339, 0.439, 4.229], [-1.412, -0.853, 5.458]], "spin_multiplicity": 1, "total_charge": -1}

---

{"formula": "C18H36Al2BBeCl3F7INO12PRb", "method": "the ωB97M-V functional and the def2-TZVPD basis", "species": ["C", "C", "O", "B", "O", "C", "O", "Al", "O", "C", "C", "C", "C", "I", "H", "H", "H", "H", "H", "H", "H", "H", "H", "H", "H", "H", "H", "H", "H", "H", "Rb", "F", "P", "F", "F", "F", "F", "F", "Be", "O", "C", "C", "O", "H", "H", "H", "H", "C", "C", "O", "C", "O", "O", "F", "H", "H", "H", "Al", "C", "N", "O", "O", "H", "H", "H", "C", "C", "O", "C", "H", "H", "H", "H", "H", "H", "Cl", "Cl", "C", "C", "Cl", "H", "H", "H", "H"], "positions_angstrom": [[5.655, 1.028, 2.453], [4.832, -0.304, 2.487], [3.433, -0.081, 2.443], [2.850, -0.022, 1.208], [3.501, 0.673, 0.129], [1.408, -0.679, 0.855], [1.729, -1.920, 0.272], [1.066, -3.278, 1.436], [0.918, -2.034, 2.782], [0.426, -0.969, 2.056], [-0.117, 0.242, 2.823], [-1.361, 0.858, 2.152], [-1.005, 1.687, 0.898], [-2.843, 2.587, 0.205], [4.958, 1.805, 2.116], [6.428, 0.939, 1.688], [6.105, 1.263, 3.435], [5.115, -0.806, 3.419], [5.189, -0.961, 1.698], [2.894, 1.368, -0.150], [1.070, -0.089, -0.011], [-0.441, -3.524, 0.937], [2.005, -4.524, 1.639], [-0.481, -1.338, 1.515], [-0.466, -0.149, 3.784], [0.645, 1.008, 3.010], [-1.914, 1.501, 2.842], [-2.042, 0.067, 1.819], [-0.262, 2.471, 1.197], [-0.605, 1.071, 0.091], [4.082, 2.253, -1.386], [0.742, 5.445, -5.310], [1.803, 4.550, -6.205], [1.713, 4.339, -7.828], [2.277, 6.086, -6.567], [0.569, 3.460, -6.306], [2.129, 3.794, -4.759], [3.398, 4.160, -6.380], [-0.047, 3.987, 2.197], [-1.995, -2.984, -2.984], [-1.723, -3.182, -1.803], [-3.059, -4.090, -1.075], [-2.795, -4.267, 0.126], [-1.611, -2.294, -1.151], [-0.827, -3.788, -1.572], [-3.160, -4.978, -1.718], [-3.959, -3.497, -1.315], [0.356, 1.004, -10.787], [0.889, 2.408, -10.675], [1.753, 2.324, -9.557], [2.207, 1.045, -9.516], [3.138, 0.679, -8.883], [1.455, 0.229, -10.306], [-0.101, 3.291, -10.407], [-0.513, 0.842, -10.148], [0.101, 0.728, -11.808], [1.453, 2.749, -11.546], [5.290, 2.007, 5.183], [-3.947, -0.570, 5.081], [-3.774, 0.689, 5.855], [-4.362, 0.788, 6.906], [-3.048, 1.541, 5.374], [-4.614, -1.224, 5.630], [-4.370, -0.304, 4.116], [-2.965, -1.022, 4.968], [-1.340, 4.733, 8.571], [-1.943, 5.060, 7.227], [-1.412, 5.846, 6.475], [-3.228, 4.364, 6.865], [-0.421, 5.300, 8.703], [-2.036, 5.001, 9.367], [-1.109, 3.667, 8.627], [-4.005, 4.616, 7.588], [-3.070, 3.290, 6.847], [-3.549, 4.689, 5.877], [3.821, -2.410, 0.000], [-2.986, -10.327, -2.254], [-1.797, -9.224, -1.521], [-2.301, -7.803, -1.466], [-2.435, -7.074, -3.090], [-0.874, -9.297, -2.090], [-1.609, -9.585, -0.511], [-1.604, -7.187, -0.898], [-3.276, -7.744, -0.989]], "spin_multiplicity": 1, "total_charge": 1}

---

{"formula": "C18H36B2Br10N4O16", "method": "the ωB97M-V functional and the def2-TZVPD basis", "species": ["N", "H", "H", "H", "H", "N", "H", "H", "H", "H", "N", "H", "H", "H", "H", "N", "H", "H", "H", "H", "O", "C", "O", "B", "O", "C", "O", "O", "C", "O", "C", "O", "O", "O", "C", "O", "B", "O", "C", "O", "O", "C", "O", "C", "O", "O", "Br", "C", "C", "Br", "H", "H", "H", "H", "Br", "C", "C", "Br", "H", "H", "H", "H", "Br", "C", "C", "Br", "H", "H", "H", "H", "Br", "C", "C", "Br", "H", "H", "H", "H", "Br", "C", "C", "Br", "H", "H", "H", "H"], "positions_angstrom": [[6.947, 0.985, -17.507], [7.659, 0.268, -17.622], [7.291, 1.809, -17.000], [6.090, 0.645, -17.015], [6.677, 1.286, -18.447], [6.958, -3.031, -15.045], [6.190, -2.543, -14.564], [7.642, -3.443, -14.402], [7.438, -2.365, -15.646], [6.608, -3.794, -15.638], [7.669, -2.860, -22.599], [7.037, -3.287, -21.886], [7.411, -1.883, -22.736], [7.565, -3.391, -23.472], [8.633, -2.911, -22.261], [2.335, 1.531, -20.633], [1.909, 2.149, -19.903], [2.224, 0.533, -20.401], [3.315, 1.783, -20.699], [1.814, 1.717, -21.496], [4.372, 4.781, -17.889], [4.122, 3.797, -17.306], [4.791, 3.275, -16.273], [4.079, 2.123, -15.733], [2.912, 1.917, -16.642], [2.874, 2.901, -17.513], [2.013, 3.023, -18.352], [4.901, 0.902, -15.708], [4.952, 0.343, -14.500], [5.528, -0.655, -14.237], [4.230, 1.349, -13.568], [3.655, 2.260, -14.344], [4.246, 1.302, -12.386], [6.291, -6.063, -22.492], [5.666, -5.572, -21.608], [5.558, -4.247, -21.360], [4.699, -4.065, -20.151], [4.231, -5.387, -19.780], [4.766, -6.293, -20.599], [4.566, -7.461, -20.607], [3.582, -3.131, -20.447], [3.691, -2.058, -19.719], [3.020, -1.073, -19.825], [5.014, -2.182, -18.907], [5.400, -3.422, -19.005], [5.527, -1.340, -18.224], [4.474, -10.443, -24.035], [3.285, -8.915, -23.913], [2.127, -9.181, -24.846], [0.837, -7.707, -24.845], [3.855, -8.064, -24.271], [2.977, -8.761, -22.886], [1.612, -10.096, -24.572], [2.482, -9.251, -25.868], [3.051, -2.926, -14.229], [1.730, -1.510, -14.606], [1.706, -1.127, -16.069], [0.861, -2.579, -17.066], [1.995, -0.662, -13.979], [0.786, -1.954, -14.316], [2.665, -0.945, -16.543], [1.068, -0.248, -16.154], [-0.744, -8.286, -19.964], [-1.358, -7.231, -21.470], [-0.364, -6.140, -21.774], [-1.061, -4.868, -23.077], [-2.324, -6.768, -21.284], [-1.481, -7.892, -22.324], [0.620, -6.477, -22.086], [-0.167, -5.584, -20.860], [7.898, -6.357, -18.798], [8.580, -8.161, -19.168], [7.515, -9.225, -19.091], [8.333, -10.971, -19.382], [9.441, -8.362, -18.537], [8.998, -8.099, -20.172], [6.735, -9.123, -19.839], [7.036, -9.227, -18.117], [1.723, -11.190, -21.728], [3.232, -10.937, -20.478], [2.757, -10.254, -19.233], [4.210, -10.252, -17.918], [3.961, -10.370, -21.042], [3.577, -11.951, -20.317], [1.889, -10.752, -18.808], [2.440, -9.229, -19.391]], "spin_multiplicity": 1, "total_charge": 2}

---

Computed values of gap between HOMO and LUMO (unit: eV) for the preceding records, in sequence: 5.647, 3.033, 6.142.
Computed values of HOMO energy (unit: eV) for the preceding records, in sequence: -3.74, -10.77, -12.56.